[1]
Here is a 2-piece molecular cluster, C3H8O3 overall from the OMol25 dataset. Energies are from ωB97M-V/def2-TZVPD.

Values from the calculation:
Energy above the lowest of the compared OMol25 structures with the same formula, charge and spin   119.1 kJ/mol
Gap between HOMO and LUMO   11.003 eV
SMILES string   CCC(=O)O.O
Electronic energy   -9382.5673 eV
Maximum force   4.3 eV Å⁻¹

Each line ends with the Löwdin charge.
Atoms and positions in Å:
C1 -1.325 2.487 1.806  -0.07
C2 -1.195 1.167 1.034  -0.16
C3 -0.363 1.271 -0.195  -0.57
O1 -0.813 1.952 -1.104  0.10
O2 0.637 0.428 -0.299  0.15
H1 -0.436 3.092 1.947  0.09
H2 -1.870 3.156 1.235  0.05
H3 -1.755 2.305 2.722  0.05
H4 -2.134 0.554 0.728  0.16
H5 -0.739 0.407 1.716  0.11
H6 1.338 0.918 -0.671  0.11
O3 2.536 -5.881 -1.169  -0.10
H7 2.234 -5.460 -2.002  0.04
H8 1.779 -6.510 -0.965  0.06

[2]
Here is one molecule with the formula C3H6N2O from the OMol25 dataset. Energies are from ωB97M-V/def2-TZVPD.

Values from the calculation:
Energy above the lowest of the compared OMol25 structures with the same formula, charge and spin   150.0 kJ/mol
Gap between HOMO and LUMO   10.865 eV
SMILES string   C/N=C/NC=O
Electronic energy   -8235.1436 eV
Maximum force   0.7 eV Å⁻¹

Each line ends with the Löwdin charge.
Atoms and positions in Å:
C1 0.788 -1.830 0.616  -0.14
N1 1.118 -0.524 0.112  -0.01
C2 0.336 -0.046 -0.747  -0.25
N2 0.263 1.340 -0.964  0.06
C3 -1.048 1.759 -0.728  -0.34
O1 -1.359 2.639 0.032  0.06
H1 0.382 -1.629 1.609  0.08
H2 0.011 -2.353 0.030  0.08
H3 1.699 -2.420 0.684  0.07
H4 -0.480 -0.594 -1.229  0.13
H5 0.863 1.794 -0.281  0.14
H6 -1.770 1.129 -1.275  0.13

[3]
Here is one molecule with the formula C4H10O from the OMol25 dataset. Energies are from ωB97M-V/def2-TZVPD.

Values from the calculation:
Energy above the lowest of the compared OMol25 structures with the same formula, charge and spin   27.6 kJ/mol
Gap between HOMO and LUMO   11.113 eV
SMILES string   CC[C@@H](C)O
Electronic energy   -6357.5170 eV
Maximum force   0.3 eV Å⁻¹

Each line ends with the Löwdin charge.
Atoms and positions in Å:
C1 -0.646 0.167 1.856  -0.11
C2 0.003 0.742 0.600  -0.21
C3 -0.236 -0.081 -0.681  -0.46
C4 1.020 -0.132 -1.545  -0.07
O1 -0.627 -1.397 -0.311  -0.06
H1 -0.222 -0.813 2.084  0.07
H2 -1.725 0.038 1.739  0.08
H3 -0.469 0.828 2.711  0.07
H4 -0.362 1.761 0.422  0.11
H5 1.083 0.830 0.775  0.11
H6 -1.054 0.391 -1.250  0.14
H7 1.378 0.873 -1.795  0.08
H8 1.812 -0.652 -0.994  0.09
H9 0.848 -0.673 -2.484  0.08
H10 -0.805 -1.883 -1.126  0.09

[4]
Here is one molecule with the formula C15H21NO3 from the OMol25 dataset. Energies are from ωB97M-V/def2-TZVPD.

Values from the calculation:
Energy above the lowest of the compared OMol25 structures with the same formula, charge and spin   1281.2 kJ/mol
Gap between HOMO and LUMO   8.314 eV
SMILES string   COc1ccc(NC(=O)CC2CCCC2)cc1OC
Electronic energy   -23516.8108 eV
Maximum force   18.6 eV Å⁻¹

Each line ends with the Löwdin charge.
Atoms and positions in Å:
C1 3.882 3.059 3.597  -0.06
O1 2.408 2.891 3.551  -0.09
C2 1.859 1.949 2.682  -0.24
C3 0.495 1.839 3.120  0.02
C4 -0.382 1.116 2.456  0.03
C5 0.304 0.214 1.523  -0.20
N1 -0.497 -0.588 0.668  0.12
C6 -0.150 -1.584 -0.196  -0.61
O2 0.771 -1.598 -0.743  0.20
C7 -1.385 -2.369 -0.698  -0.01
C8 -2.388 -1.483 -1.685  -0.47
C9 -1.769 -0.881 -2.719  -0.23
C10 -2.986 -0.408 -3.567  -0.13
C11 -4.215 -1.378 -3.243  -0.07
C12 -3.546 -2.293 -1.954  -0.10
C13 1.643 0.332 1.308  0.05
C14 2.487 1.394 1.718  -0.23
O3 3.832 1.586 1.435  -0.11
C15 4.289 0.749 0.422  -0.11
H1 4.155 3.640 4.508  0.09
H2 4.508 2.206 3.764  0.06
H3 4.401 3.491 2.665  0.11
H4 0.125 2.537 3.847  0.13
H5 -1.147 0.694 2.591  0.00
H6 -1.461 -0.711 1.126  0.17
H7 -1.839 -2.871 0.026  0.06
H8 -1.082 -3.030 -1.401  0.07
H9 -2.771 -0.555 -0.879  0.21
H10 -1.136 0.145 -2.555  0.18
H11 -1.112 -1.623 -3.259  0.15
H12 -2.811 -0.414 -4.504  0.01
H13 -3.252 0.818 -3.434  0.17
H14 -4.613 -1.870 -3.941  0.02
H15 -4.972 -0.875 -2.942  0.02
H16 -4.356 -2.560 -1.273  0.11
H17 -3.143 -3.176 -2.621  0.15
H18 2.126 -0.257 0.233  0.19
H19 5.575 1.005 0.297  0.17
H20 4.449 -0.235 0.579  0.03
H21 3.704 1.093 -0.500  0.12

[5]
Here is one molecule with the formula C7H8 from the OMol25 dataset. Energies are from ωB97M-V/def2-TZVPD.

Values from the calculation:
Energy above the lowest of the compared OMol25 structures with the same formula, charge and spin   339.0 kJ/mol
Gap between HOMO and LUMO   9.190 eV
SMILES string   C#CC1=CCCC1
Electronic energy   -7385.2332 eV
Maximum force   6.5 eV Å⁻¹

Each line ends with the Löwdin charge.
Atoms and positions in Å:
C1 -0.580 2.839 1.702  0.09
C2 -0.537 1.724 1.126  -0.09
C3 -0.134 0.554 0.366  -0.28
C4 -0.936 0.116 -0.760  -0.02
C5 -0.450 -1.202 -1.229  -0.20
C6 0.913 -1.327 -0.455  -0.16
C7 0.847 -0.423 0.787  -0.18
H1 -0.754 3.936 1.781  0.04
H2 -1.823 0.590 -1.154  0.11
H3 -0.347 -1.065 -2.328  0.11
H4 -1.299 -1.862 -1.076  0.11
H5 1.247 -2.383 -0.333  0.12
H6 1.529 -0.741 -1.104  0.10
H7 0.521 -0.907 1.698  0.12
H8 1.802 0.153 0.979  0.14

[6]
Here is C28H24BN3O8V as an isolated structure from the OMol25 dataset. Energies are from ωB97M-V/def2-TZVPD.

Values from the calculation:
2S+1   2
Energy above the lowest of the compared OMol25 structures with the same formula, charge and spin   0.0 kJ/mol
Charge   -2
Gap between HOMO and LUMO (alpha / beta)   4.819 / 5.161 eV
Electronic energy   -76645.0860 eV
Expectation value of S²   0.900
Maximum force   1.5 eV Å⁻¹

Each line ends with the Löwdin charge.
Atoms and positions in Å:
V1 0.019 -0.159 0.197  0.96
C1 -4.003 0.724 1.396  -0.05
C2 -2.522 0.766 1.191  -0.29
N1 -1.770 -0.326 0.924  -0.09
N2 -2.363 -1.566 0.921  0.10
C3 -1.422 -2.437 0.686  -0.46
O1 -0.179 -2.120 0.550  -0.14
C4 -1.774 -3.880 0.678  -0.12
C5 -3.101 -4.305 0.641  -0.03
C6 -3.406 -5.656 0.654  -0.11
C7 -2.390 -6.605 0.700  -0.13
C8 -1.067 -6.186 0.726  -0.11
C9 -0.760 -4.832 0.711  -0.02
C10 -1.751 1.913 1.190  -0.25
C11 -2.198 3.231 1.499  -0.05
C12 -1.324 4.271 1.492  -0.13
C13 0.045 4.026 1.178  -0.11
C14 0.429 2.748 0.885  -0.16
N3 -0.417 1.693 0.862  -0.04
H1 -4.332 -0.313 1.415  0.05
H2 -4.533 1.236 0.586  0.07
H3 -4.302 1.198 2.337  0.06
H4 -3.877 -3.553 0.598  0.10
H5 -4.442 -5.975 0.619  0.09
H6 -2.629 -7.662 0.705  0.08
H7 -0.267 -6.918 0.750  0.09
H8 0.264 -4.482 0.714  0.11
H9 -3.244 3.383 1.736  0.09
H10 -1.662 5.275 1.727  0.08
H11 0.774 4.825 1.160  0.08
H12 1.455 2.512 0.628  0.11
O2 -1.289 -1.792 -3.762  -0.02
C15 -1.052 -0.895 -2.939  -0.61
O3 -0.923 -1.032 -1.688  -0.05
C16 -1.005 0.542 -3.497  -0.10
C17 -2.081 1.426 -2.832  -0.25
C18 -2.400 2.624 -3.740  -0.11
C19 -1.097 3.453 -3.582  -0.11
C20 -0.333 2.613 -2.534  -0.25
O4 -1.393 2.061 -1.759  -0.06
C21 0.280 1.391 -3.239  -0.10
C22 1.400 0.697 -2.459  -0.57
O5 2.429 0.399 -3.059  0.03
O6 1.205 0.503 -1.205  -0.12
H13 -1.189 0.471 -4.569  0.14
H14 -2.933 0.875 -2.439  0.16
H15 -2.611 2.333 -4.770  0.10
H16 -3.259 3.171 -3.347  0.10
H17 -0.536 3.545 -4.514  0.10
H18 -1.302 4.455 -3.203  0.10
H19 0.339 3.172 -1.887  0.15
H20 0.739 1.679 -4.185  0.14
O7 1.560 -0.923 2.990  0.13
B1 1.546 -0.177 1.764  -0.32
O8 2.780 0.559 1.745  0.11
C23 3.457 0.265 2.878  -0.23
C24 4.683 0.724 3.304  -0.01
C25 5.157 0.249 4.532  -0.13
C26 4.416 -0.651 5.287  -0.13
C27 3.173 -1.114 4.845  -0.01
C28 2.714 -0.640 3.635  -0.23
H21 5.251 1.423 2.704  0.11
H22 6.118 0.589 4.898  0.08
H23 4.809 -1.003 6.233  0.08
H24 2.585 -1.817 5.421  0.11

[7]
Here is C2H2FeLiO2 as an isolated structure from the OMol25 dataset. Energies are from ωB97M-V/def2-TZVPD.

Values from the calculation:
2S+1   5
Energy above the lowest of the compared OMol25 structures with the same formula, charge and spin   257.0 kJ/mol
Charge   +1
Gap between HOMO and LUMO (alpha / beta)   7.024 / 7.714 eV
Electronic energy   -40783.2774 eV
Expectation value of S²   6.011
Maximum force   2.6 eV Å⁻¹

Each line ends with the Löwdin charge.
Atoms and positions in Å:
H1 -2.176 -1.619 1.257  -0.13
O1 -0.615 1.057 -1.715  0.00
C1 -0.673 0.440 -0.664  -0.40
C2 0.498 0.242 0.248  -0.21
O2 1.549 -0.275 -0.128  -0.09
Li1 3.360 0.072 -0.030  0.89
Fe1 -2.399 -0.733 -0.169  0.80
H2 0.456 0.815 1.200  0.14

[8]
Here is C6H20F18Li2N3O22S6 as an isolated structure from the OMol25 dataset. Energies are from ωB97M-V/def2-TZVPD.

Values from the calculation:
Charge   -1
Gap between HOMO and LUMO   7.819 eV
Electronic energy   -170401.7015 eV
Maximum force   2.8 eV Å⁻¹

Each line ends with the Löwdin charge.
Atoms and positions in Å:
Li1 1.051 -1.958 0.147  0.60
Li2 -1.112 -2.990 0.841  0.63
C1 1.315 -0.305 3.089  -0.66
F1 1.700 -0.499 4.333  0.19
F2 1.194 0.990 2.852  0.15
F3 2.202 -0.849 2.256  0.14
S1 -0.340 -1.179 2.855  0.68
O1 -0.235 -2.505 3.383  -0.27
O2 -1.315 -0.367 3.525  -0.27
N1 -0.479 -1.173 1.160  -0.43
S2 -1.416 0.108 0.745  0.65
O3 -2.837 -0.100 0.731  -0.25
O4 -0.983 1.318 1.398  -0.28
C2 -0.871 0.376 -1.024  -0.68
F4 0.435 0.573 -1.076  0.15
F5 -1.155 -0.717 -1.743  0.13
F6 -1.527 1.417 -1.461  0.21
C3 -1.203 -5.570 -1.337  -0.65
F7 -0.797 -6.805 -1.248  0.18
F8 -1.996 -5.412 -2.385  0.17
F9 -1.925 -5.253 -0.226  0.08
S3 0.229 -4.340 -1.475  0.61
O5 1.235 -5.051 -2.199  -0.24
O6 -0.275 -3.144 -2.082  -0.28
N2 0.583 -3.906 0.103  -0.44
S4 1.717 -5.023 0.564  0.62
O7 1.148 -6.344 0.522  -0.27
O8 3.042 -4.798 0.086  -0.24
C4 1.878 -4.724 2.398  -0.65
F10 0.816 -5.124 3.078  0.16
F11 2.962 -5.346 2.838  0.17
F12 2.074 -3.392 2.572  0.08
C5 -0.721 7.505 -5.858  -0.67
F13 -0.398 7.463 -4.573  0.13
F14 -1.978 7.930 -5.982  0.13
F15 0.092 8.381 -6.460  0.12
S5 -0.586 5.813 -6.691  0.61
O9 -1.923 5.278 -6.657  -0.30
O10 -0.048 6.011 -8.011  -0.31
N3 0.591 5.099 -5.766  -0.30
S6 -0.159 4.041 -4.830  0.56
O11 -0.989 4.635 -3.812  -0.31
O12 -0.688 2.903 -5.537  -0.31
C6 1.288 3.246 -3.910  -0.65
F16 2.264 4.125 -3.694  0.13
F17 0.876 2.729 -2.758  0.12
F18 1.806 2.237 -4.641  0.09
O13 -0.007 4.221 1.882  -0.06
H1 -0.122 4.073 0.938  0.04
H2 -0.541 3.534 2.293  0.01
O14 2.270 -0.368 -3.481  -0.03
H3 1.499 -0.727 -3.932  0.07
H4 2.243 0.576 -3.680  0.03
O15 -4.174 -0.602 3.886  -0.05
H5 -4.384 0.335 3.935  0.06
H6 -3.210 -0.640 3.871  0.00
O16 3.137 2.644 0.444  -0.04
H7 2.664 2.812 1.264  0.01
H8 3.616 1.825 0.597  0.02
O17 3.830 1.919 3.715  -0.04
H9 2.912 1.829 3.448  -0.01
H10 3.851 2.699 4.278  0.05
O18 -2.737 -2.761 -0.397  -0.09
H11 -3.378 -3.430 -0.132  0.07
H12 -3.267 -2.004 -0.672  0.06
O19 -0.090 1.458 6.606  -0.05
H13 -0.366 1.082 5.764  0.01
H14 0.231 2.338 6.386  0.03
O20 2.492 -1.378 -0.910  -0.10
H15 2.422 -1.371 -1.881  0.03
H16 3.259 -0.835 -0.712  0.07
O21 -5.883 -0.486 1.599  -0.07
H17 -5.423 -0.832 2.378  -0.01
H18 -5.169 -0.235 1.006  0.00
O22 0.134 -3.457 6.085  -0.05
H19 -0.177 -3.156 5.222  -0.02
H20 -0.172 -4.366 6.157  0.03

[9]
Here is a 2-piece molecular cluster, F2HPS overall from the OMol25 dataset. Energies are from ωB97M-V/def2-TZVPD.

Values from the calculation:
Energy above the lowest of the compared OMol25 structures with the same formula, charge and spin   199.0 kJ/mol
Gap between HOMO and LUMO   8.677 eV
Electronic energy   -25575.1957 eV
Maximum force   3.8 eV Å⁻¹

Each line ends with the Löwdin charge.
Atoms and positions in Å:
F1 -2.462 0.240 -0.368  -0.27
F2 -1.503 2.261 0.341  -0.26
P1 -1.402 0.706 0.736  0.18
S1 -1.817 0.259 2.558  0.22
H1 0.306 -0.155 -0.099  0.14

[10]
Here is H4N2O3Si as an isolated structure from the OMol25 dataset. Energies are from ωB97M-V/def2-TZVPD.

Values from the calculation:
Energy above the lowest of the compared OMol25 structures with the same formula, charge and spin   124.3 kJ/mol
Gap between HOMO and LUMO   10.065 eV
Electronic energy   -17063.4777 eV
Maximum force   6.0 eV Å⁻¹

Each line ends with the Löwdin charge.
Atoms and positions in Å:
N1 0.849 0.541 -1.305  -0.03
N2 -1.252 0.599 0.603  -0.43
O1 -1.688 1.702 0.187  0.00
O2 -1.753 -0.057 1.502  -0.01
O3 0.345 -1.787 0.412  -0.15
Si1 0.335 -0.250 0.144  0.40
H1 0.123 0.770 -1.971  0.04
H2 1.727 0.519 -1.657  -0.02
H3 -0.212 -2.575 0.757  0.15
H4 1.526 0.539 1.327  0.05

- Among the records above, which one has the highest maximum force?
  C15H21NO3

What did the sixth record say?
Here is C28H24BN3O8V as an isolated structure from the OMol25 dataset. Energies are from ωB97M-V/def2-TZVPD.

Values from the calculation:
2S+1   2
Energy above the lowest of the compared OMol25 structures with the same formula, charge and spin   0.0 kJ/mol
Charge   -2
Gap between HOMO and LUMO (alpha / beta)   4.819 / 5.161 eV
Electronic energy   -76645.0860 eV
Expectation value of S²   0.900
Maximum force   1.5 eV Å⁻¹

Each line ends with the Löwdin charge.
Atoms and positions in Å:
V1 0.019 -0.159 0.197  0.96
C1 -4.003 0.724 1.396  -0.05
C2 -2.522 0.766 1.191  -0.29
N1 -1.770 -0.326 0.924  -0.09
N2 -2.363 -1.566 0.921  0.10
C3 -1.422 -2.437 0.686  -0.46
O1 -0.179 -2.120 0.550  -0.14
C4 -1.774 -3.880 0.678  -0.12
C5 -3.101 -4.305 0.641  -0.03
C6 -3.406 -5.656 0.654  -0.11
C7 -2.390 -6.605 0.700  -0.13
C8 -1.067 -6.186 0.726  -0.11
C9 -0.760 -4.832 0.711  -0.02
C10 -1.751 1.913 1.190  -0.25
C11 -2.198 3.231 1.499  -0.05
C12 -1.324 4.271 1.492  -0.13
C13 0.045 4.026 1.178  -0.11
C14 0.429 2.748 0.885  -0.16
N3 -0.417 1.693 0.862  -0.04
H1 -4.332 -0.313 1.415  0.05
H2 -4.533 1.236 0.586  0.07
H3 -4.302 1.198 2.337  0.06
H4 -3.877 -3.553 0.598  0.10
H5 -4.442 -5.975 0.619  0.09
H6 -2.629 -7.662 0.705  0.08
H7 -0.267 -6.918 0.750  0.09
H8 0.264 -4.482 0.714  0.11
H9 -3.244 3.383 1.736  0.09
H10 -1.662 5.275 1.727  0.08
H11 0.774 4.825 1.160  0.08
H12 1.455 2.512 0.628  0.11
O2 -1.289 -1.792 -3.762  -0.02
C15 -1.052 -0.895 -2.939  -0.61
O3 -0.923 -1.032 -1.688  -0.05
C16 -1.005 0.542 -3.497  -0.10
C17 -2.081 1.426 -2.832  -0.25
C18 -2.400 2.624 -3.740  -0.11
C19 -1.097 3.453 -3.582  -0.11
C20 -0.333 2.613 -2.534  -0.25
O4 -1.393 2.061 -1.759  -0.06
C21 0.280 1.391 -3.239  -0.10
C22 1.400 0.697 -2.459  -0.57
O5 2.429 0.399 -3.059  0.03
O6 1.205 0.503 -1.205  -0.12
H13 -1.189 0.471 -4.569  0.14
H14 -2.933 0.875 -2.439  0.16
H15 -2.611 2.333 -4.770  0.10
H16 -3.259 3.171 -3.347  0.10
H17 -0.536 3.545 -4.514  0.10
H18 -1.302 4.455 -3.203  0.10
H19 0.339 3.172 -1.887  0.15
H20 0.739 1.679 -4.185  0.14
O7 1.560 -0.923 2.990  0.13
B1 1.546 -0.177 1.764  -0.32
O8 2.780 0.559 1.745  0.11
C23 3.457 0.265 2.878  -0.23
C24 4.683 0.724 3.304  -0.01
C25 5.157 0.249 4.532  -0.13
C26 4.416 -0.651 5.287  -0.13
C27 3.173 -1.114 4.845  -0.01
C28 2.714 -0.640 3.635  -0.23
H21 5.251 1.423 2.704  0.11
H22 6.118 0.589 4.898  0.08
H23 4.809 -1.003 6.233  0.08
H24 2.585 -1.817 5.421  0.11

Repeat the ninth record exactly.
Here is a 2-piece molecular cluster, F2HPS overall from the OMol25 dataset. Energies are from ωB97M-V/def2-TZVPD.

Values from the calculation:
Energy above the lowest of the compared OMol25 structures with the same formula, charge and spin   199.0 kJ/mol
Gap between HOMO and LUMO   8.677 eV
Electronic energy   -25575.1957 eV
Maximum force   3.8 eV Å⁻¹

Each line ends with the Löwdin charge.
Atoms and positions in Å:
F1 -2.462 0.240 -0.368  -0.27
F2 -1.503 2.261 0.341  -0.26
P1 -1.402 0.706 0.736  0.18
S1 -1.817 0.259 2.558  0.22
H1 0.306 -0.155 -0.099  0.14